Record 1
# C48H84N10O8S

A cluster of 12 separate species, C48H84N10O8S in total at a distorted geometry (ωB97M-V/def2-TZVPD, the Open Molecules 2025 dataset).

## Properties
electronic energy	-93249.0715	eV
Kohn-Sham gap	0.1570	Eh
net charge	-2
LUMO	3.24	eV
M	961.329	u
largest force on an atom	0.116	Eh/bohr
multiplicity	1

Structure (XYZ):
```
151
Properties=species:S:1:pos:R:3:forces:R:3:mulliken_charge:R:1
S 2.334 -3.496 -0.059 4.481 -3.588 1.637 0.955
O -2.395 -0.507 2.376 -0.287 -0.909 -1.812 -0.428
O 0.796 -1.347 3.989 -2.890 0.355 0.464 -0.696
O 2.368 -2.376 0.874 -1.260 2.667 0.735 -0.751
O 0.986 -3.804 -0.532 -2.431 0.457 -0.765 -0.945
O 3.308 -3.273 -1.122 -0.472 1.020 -1.751 -0.660
O 2.860 -4.667 0.689 -0.911 -0.351 0.196 -0.909
O 2.655 -0.345 3.885 1.651 2.232 0.216 -0.743
O -0.912 0.312 -1.490 -0.790 -0.295 0.476 0.189
N -0.386 6.773 -2.004 0.630 -0.752 0.725 0.095
N 0.248 -0.822 1.176 -3.849 1.146 -1.432 1.528
N -3.723 -4.638 2.821 1.428 -0.007 0.976 0.029
N 4.823 -2.649 -3.597 0.586 1.670 -0.909 0.491
N 5.306 0.042 0.686 -0.236 2.176 -0.832 0.102
N -4.244 -1.817 -4.494 1.008 1.885 0.373 0.011
N -0.088 -3.913 -2.914 -1.187 -0.833 -2.740 0.575
N -2.563 1.498 7.608 -0.933 0.243 -1.799 0.121
N 0.580 2.887 -5.929 -0.957 -1.303 -0.030 0.057
N 0.060 4.285 0.183 -1.462 0.095 0.267 0.043
C -3.979 -1.080 -5.641 -1.070 -0.280 0.665 -0.591
C 1.059 3.778 2.114 1.322 0.252 -1.724 -0.882
C -4.538 0.291 6.499 0.701 -0.576 -0.318 -1.140
C -1.214 0.908 -2.701 -0.269 0.753 -0.694 -0.476
C -0.323 -2.641 -3.321 1.098 -0.154 0.026 -0.678
C 0.343 0.605 -0.936 1.219 -0.528 -0.441 0.451
C -0.963 4.066 1.098 1.449 -0.543 -0.652 -0.793
C 7.412 -2.693 -3.968 0.258 -0.054 1.398 -1.448
C -0.310 3.665 2.231 -2.047 0.740 2.242 -0.509
C 0.917 0.885 5.041 0.369 -0.584 -0.414 -0.089
C 5.959 -2.865 -4.493 1.184 -0.217 -0.288 -0.500
C 1.268 4.104 0.774 0.297 0.557 0.391 -0.667
C -0.313 3.865 -6.301 0.011 -0.991 -0.170 -0.669
C -1.936 5.162 -2.138 0.404 2.042 1.719 -0.079
C -1.485 -5.049 3.015 -1.409 0.700 -2.367 -0.195
C -0.450 -3.968 -5.141 0.879 -2.134 0.696 -0.839
C -0.173 -4.770 -4.041 -0.207 1.176 1.627 -0.688
C 3.181 -2.477 -5.595 0.507 0.962 -0.541 -0.993
C -2.362 -1.166 1.049 1.930 1.737 0.571 -0.690
C -0.497 0.418 8.451 -0.011 0.364 -0.052 -1.661
C 4.157 0.726 0.861 -1.898 0.099 -0.451 -0.927
C -3.793 3.280 8.740 -1.442 0.988 0.563 -1.406
C -4.531 -0.899 -3.472 -1.590 -1.954 -0.327 -0.732
C -0.392 -2.665 -4.686 -1.376 1.750 -1.382 0.159
C -3.357 1.851 8.812 1.906 -0.495 -0.800 -0.280
C 1.476 -0.325 4.251 0.904 -1.708 -0.524 0.642
C 4.835 -1.165 -3.394 -0.494 -0.336 -0.318 -1.089
C 4.096 1.781 -0.059 -1.596 0.009 1.655 0.258
C -2.566 -4.824 2.101 1.667 -0.586 0.750 -0.704
C -0.085 1.643 -5.905 0.142 1.116 -0.660 -1.125
C -1.743 0.273 7.621 -1.039 -0.726 1.027 -0.063
C 5.316 1.890 -0.709 0.262 -1.227 0.391 -1.191
C 5.987 0.790 -0.241 3.074 -1.210 -0.867 -0.661
C 0.279 0.571 0.556 -0.196 -0.679 1.591 -1.419
C -0.781 4.712 -2.769 1.190 0.952 -1.571 0.094
C -3.489 1.450 6.435 -0.818 -0.239 0.637 -0.496
C -1.608 6.406 -1.479 -0.912 -1.798 -2.976 -0.808
C 0.208 5.715 -2.696 -2.077 0.170 0.322 -0.950
C 3.689 -0.599 -2.640 -0.999 0.517 1.222 -0.190
C 3.561 -3.073 -4.259 -0.674 -0.910 0.061 -0.314
C -1.983 -4.904 4.314 -1.769 -0.980 -1.139 -0.462
C -1.408 1.852 -6.299 1.964 -0.854 0.405 0.315
C -4.359 0.234 -5.387 0.160 -1.230 -0.969 -0.214
C -1.516 3.218 -6.544 -0.491 1.862 0.273 -0.864
C -2.535 -1.432 3.437 0.306 0.131 0.137 0.082
C -4.778 0.309 -4.040 0.467 0.845 -0.405 -0.602
C -0.907 -1.728 0.693 -0.252 -0.622 1.115 0.298
C -3.357 -4.683 4.146 0.170 0.007 1.595 -0.778
H -3.491 -1.950 3.510 -0.584 0.147 -0.541 0.304
H -0.021 1.319 8.063 0.511 -0.159 0.111 0.317
H -0.738 3.874 -3.449 0.219 -0.221 0.312 -0.015
H 3.445 0.335 1.572 -0.259 0.090 -0.054 0.626
H 2.665 -2.950 -3.651 0.588 0.185 0.834 -0.427
H 0.768 1.564 -1.233 -0.414 0.458 -0.112 0.880
H 2.702 -0.727 -3.083 0.003 -0.396 -0.393 0.204
H -0.723 -2.036 -0.336 -0.339 0.770 -0.204 -0.446
H 0.213 -4.067 -1.962 0.779 -0.554 1.155 0.299
H 6.009 -2.152 -5.316 -0.716 0.308 -0.610 0.349
H 3.601 -1.004 -1.631 0.103 -0.185 0.015 -0.186
H 5.459 -0.879 1.070 0.232 0.179 -0.185 0.341
H 5.886 -3.847 -4.960 -0.051 -0.212 0.141 0.400
H 4.819 -0.663 -4.362 0.099 0.015 -0.756 0.316
H -4.067 -4.576 4.952 -0.258 0.066 -0.239 0.416
H 1.581 2.986 -5.840 -0.308 0.014 0.136 0.247
H -0.458 -5.236 2.737 -0.058 0.006 -0.177 0.518
H -2.908 4.696 -2.199 0.122 -0.081 0.443 0.521
H 3.221 2.372 -0.285 -0.033 0.094 0.449 0.552
H 5.612 2.631 -1.437 0.182 -0.278 0.017 0.398
H -5.225 1.203 -3.630 0.306 -0.169 0.456 0.431
H -0.363 1.049 -3.368 0.299 -0.264 0.068 0.374
H 7.695 -1.739 -3.524 -0.817 0.543 -0.048 0.322
H -0.497 -1.886 -5.427 -0.157 0.642 0.499 0.430
H -0.803 3.551 3.185 -0.134 -0.424 -0.014 0.529
H -2.964 1.527 5.483 0.464 -0.865 0.104 0.282
H -2.591 -4.884 1.022 0.144 0.150 0.078 0.540
H -5.049 0.132 7.449 -0.248 0.937 0.137 0.330
H -0.745 -2.706 1.146 0.211 0.225 0.619 0.529
H -2.148 1.081 -6.450 0.107 0.178 0.267 0.500
H 6.974 0.461 -0.534 0.083 -0.030 -0.040 0.495
H -2.012 4.122 0.846 0.226 0.005 -0.061 0.434
H -1.470 -0.163 6.659 -0.026 1.088 -0.561 0.168
H -4.244 3.496 9.708 0.562 0.407 0.545 0.453
H -2.473 -0.808 4.328 0.479 -0.375 0.201 -0.318
H 1.005 1.768 4.408 -0.285 0.059 -0.055 -0.194
H -4.159 -2.817 -4.376 0.497 0.361 0.021 0.233
H 1.578 1.067 5.888 -0.087 -0.084 0.151 0.410
H 3.024 -1.405 -5.474 0.086 0.265 -0.209 0.067
H -4.617 -4.325 2.472 0.367 -0.141 0.085 0.265
H -4.794 -1.287 -2.500 0.145 0.170 0.029 0.472
H -2.327 7.056 -1.003 0.513 0.227 0.131 0.380
H -4.101 2.346 6.332 0.115 0.390 0.741 0.332
H 3.799 0.481 -2.547 0.263 0.145 -0.005 0.446
H -4.117 -0.710 6.415 0.488 0.029 -0.633 0.247
H 0.474 0.745 -5.684 -0.118 0.036 0.041 0.678
H -1.789 -2.224 3.366 0.330 0.237 0.474 0.121
H 5.755 -0.774 -2.959 0.152 -0.693 0.363 0.344
H 3.570 -4.149 -4.430 0.525 -0.245 0.365 0.722
H 0.001 4.895 -6.376 -0.220 -0.093 0.036 0.465
H 1.197 5.804 -3.121 -0.150 -0.062 0.109 0.426
H -2.367 -0.555 7.959 -0.187 -0.370 0.751 0.280
H 8.193 -2.761 -4.725 -0.370 -0.543 -0.542 0.417
H -2.986 3.967 8.484 0.141 -0.197 0.316 0.295
H -1.980 0.357 -3.247 0.107 -0.367 0.163 -0.346
H 0.103 7.634 -1.803 -0.109 -0.276 0.245 0.206
H 0.143 -0.769 2.179 0.107 0.124 1.202 -0.710
H -2.680 1.852 9.666 0.183 -0.404 0.037 0.348
H 0.135 -0.464 8.343 0.132 0.166 -0.069 0.436
H -0.167 4.608 -0.747 0.632 -0.338 0.100 0.882
H 2.246 -2.848 -6.014 -0.004 -0.390 0.359 0.409
H -3.618 -1.591 -6.521 -0.063 0.221 -0.008 0.428
H -1.637 1.900 -2.544 -0.081 0.393 0.105 0.233
H -3.226 -1.826 0.980 0.457 -0.627 -0.118 0.424
H 2.172 4.338 0.231 -0.017 -0.159 0.083 0.707
H -0.586 1.156 0.868 -0.398 -0.411 0.070 0.316
H -0.611 -4.335 -6.144 0.160 0.148 -0.040 0.408
H -4.138 1.124 9.035 -0.369 0.058 -0.022 0.294
H -2.505 -0.355 0.335 -0.305 0.124 0.111 0.157
H -0.106 0.687 5.361 0.069 0.277 -0.071 -0.353
H -0.057 -5.838 -3.928 0.020 0.133 0.009 0.470
H -0.303 -1.823 -2.616 0.113 -0.036 -0.085 -0.074
H -1.445 -5.314 5.156 -0.233 0.760 0.395 0.436
H 1.120 -1.317 1.057 2.080 -1.538 -0.643 0.302
H 7.693 -3.353 -3.148 -0.230 -0.549 -0.115 0.355
H 1.823 3.729 2.876 -0.126 -0.398 -0.107 0.497
H -4.407 0.990 -6.156 0.100 0.122 0.232 0.613
H -5.270 0.399 5.699 -0.066 0.022 0.063 0.399
H 1.032 -0.125 -1.360 0.448 -0.257 0.323 -0.469
H 3.963 -2.633 -6.339 0.061 0.123 -0.224 0.317
H -0.687 0.576 9.513 -0.149 -0.030 0.071 0.449
H -4.650 3.604 8.148 0.065 -0.722 -0.864 0.350
H 1.071 1.075 1.109 0.517 -0.033 -0.645 0.131
H -2.451 3.736 -6.701 0.052 0.059 -0.334 0.363
```
Forces are in eV/Å.

---

Record 2
# C48H87ClFN5O6S2

A cluster of 4 separate species, C48H87ClFN5O6S2 in total at a distorted geometry (ωB97M-V/def2-TZVPD, the Open Molecules 2025 dataset).

## Properties
electronic energy	-107831.7910	eV
Kohn-Sham gap	0.3040	Eh
net charge	0
LUMO	0.18	eV
M	948.838	u
largest force on an atom	0.040	Eh/bohr
SMILES	CCCCCc1c(Cl)c2c(c(O)c1S(=O)(=O)F)Nc1c(NCCCC)c(C)c(OCC)c(CCCCOC(C)=O)c1S2.CCN(CC)CC.CCN(CC)CC.CCN(CC)CC
multiplicity	1

Structure (XYZ):
```
150
Properties=species:S:1:pos:R:3:forces:R:3:mulliken_charge:R:1
Cl 2.748 -2.162 3.346 0.046 0.422 -0.038 -0.164
S 3.223 3.031 1.681 1.485 1.336 -0.470 1.313
S -0.382 -1.935 3.101 0.084 -0.137 -0.037 -0.459
F 2.292 4.338 1.583 0.155 -1.425 0.228 -0.194
O 3.823 2.909 0.403 -0.762 -0.509 -0.812 -0.646
O 0.180 -3.147 -2.325 0.701 0.271 -0.019 -0.422
O 4.138 3.333 2.722 -0.547 0.049 1.160 -0.614
O -0.076 -1.039 -3.144 0.351 -0.972 0.566 -0.537
O 0.210 2.823 1.602 0.074 -0.145 0.121 -0.695
O -3.751 -3.448 -0.516 -0.444 0.901 0.047 -0.427
N -1.330 0.670 2.302 0.242 -0.435 -0.003 -0.406
N 9.226 -1.885 -1.272 -0.015 -0.147 0.301 0.220
N -0.240 6.267 5.979 -0.042 -0.157 0.276 0.142
N -7.061 -0.520 -5.619 -0.084 0.296 -0.101 0.171
N -3.252 1.330 0.349 -0.184 -0.538 0.860 -0.194
C 4.422 0.381 2.544 0.295 -0.993 0.304 -1.874
C 4.164 -3.842 0.526 1.060 -0.379 -0.442 -0.919
C 0.388 -2.159 -3.232 -0.288 1.036 -1.037 0.859
C -5.181 -3.560 -0.386 -0.006 -1.275 0.083 0.265
C -0.934 -4.619 0.208 -0.014 0.038 0.814 -0.667
C -2.244 -2.729 1.144 0.093 -0.617 0.607 0.337
C -4.500 -0.704 -1.182 0.855 -0.457 -0.734 -2.094
C -0.947 7.324 5.281 -0.009 0.024 -0.196 -0.371
C -1.724 6.828 4.069 0.028 -0.019 -0.055 -1.379
C 8.469 -0.849 -1.948 -0.075 0.048 -0.226 -0.289
C -1.963 -0.381 1.580 -0.415 1.186 -0.036 -1.319
C 7.719 -1.347 -3.177 0.048 -0.015 -0.045 -1.549
C -5.191 -1.875 -6.722 0.137 0.026 -0.090 -1.069
C 1.301 7.770 7.363 0.086 -0.012 0.124 -0.960
C -7.732 -1.644 -4.995 0.083 -0.142 0.082 -0.630
C 1.244 -2.527 -4.444 -0.528 -0.203 0.568 -1.110
C -1.881 -4.183 1.374 0.172 0.131 -1.154 -1.583
C -5.638 -0.685 -5.866 0.259 -0.148 0.225 -0.304
C 0.221 -2.626 -0.974 0.273 0.778 0.622 0.145
C -1.642 -1.691 1.836 0.853 0.242 0.560 0.607
C 2.235 1.599 2.088 -0.165 0.891 -0.111 0.427
C -3.512 -1.080 -0.092 -1.019 1.236 -0.569 1.048
C -5.628 2.115 0.835 0.242 -0.834 0.060 -0.944
C 2.089 -0.640 2.795 -0.078 -0.559 0.165 0.765
C 5.131 -0.802 1.803 -0.112 0.951 -0.266 -0.798
C 2.901 0.435 2.481 1.047 0.222 -0.309 0.097
C 0.062 0.595 2.343 0.471 -0.033 0.060 0.113
C 0.685 5.486 5.176 0.007 -0.092 -0.308 -0.499
C -7.097 -2.060 -3.677 0.043 -0.073 0.035 -1.125
C 0.322 -3.737 0.057 -0.091 -0.818 -0.760 -0.627
C -6.592 0.901 0.926 -0.775 0.639 -0.027 0.454
C 0.244 6.664 7.291 -0.067 0.076 0.192 -0.692
C -7.824 0.080 -6.702 -0.187 0.086 -0.031 -0.695
C 11.280 -1.786 -2.795 0.147 -0.081 -0.021 -0.965
C -7.928 1.248 1.628 0.171 -0.792 -0.340 -1.631
C 0.704 -0.567 2.717 -1.050 -0.860 0.052 0.159
C 1.808 6.224 4.440 0.020 -0.007 0.072 -0.696
C -8.101 -0.775 -7.944 -0.024 0.088 -0.126 -0.984
C 4.490 -1.263 0.489 0.540 -1.441 -0.263 1.280
C 10.681 -0.339 0.156 0.080 -0.006 0.130 -1.128
C -3.190 -2.396 0.183 0.040 -0.568 0.182 0.645
C -4.202 1.833 1.375 -0.575 0.872 -0.170 -0.262
C -2.911 -0.038 0.616 0.332 -0.525 -0.322 0.546
C 10.192 -2.602 -2.086 -0.037 -0.121 -0.341 -0.718
C 5.091 -2.672 0.131 -0.115 0.444 0.480 -0.214
C -5.487 -4.728 0.578 0.332 0.819 -0.191 -1.518
C 0.863 1.672 2.015 -0.998 0.883 -0.126 0.275
C 9.681 -1.495 0.052 -0.086 0.064 0.182 -0.263
H -4.204 -1.271 -2.079 -0.396 -0.056 0.190 0.498
H -2.333 7.638 3.663 0.030 0.002 -0.003 0.449
H 12.060 -1.461 -2.109 -0.039 0.102 -0.009 0.257
H -7.780 -2.520 -5.659 -0.043 -0.061 0.039 0.275
H -1.537 -4.618 -0.707 0.260 -0.047 0.043 0.374
H 5.415 -2.711 -0.916 -0.338 -0.068 0.119 0.028
H 7.722 -0.453 -1.254 0.148 -0.040 0.177 0.394
H 4.683 0.282 3.609 0.003 0.219 -0.205 0.271
H 10.767 -0.025 1.199 -0.020 -0.007 -0.012 0.451
H -5.382 -1.712 -7.782 -0.081 -0.074 0.005 0.292
H -7.786 1.513 2.680 -0.059 0.211 -0.226 0.387
H -7.210 -0.902 -8.558 0.007 -0.078 0.030 0.224
H 11.763 -2.406 -3.554 -0.027 -0.006 0.011 0.379
H -2.785 -4.788 1.260 0.126 0.103 0.336 0.170
H 10.877 -0.910 -3.305 -0.028 -0.002 0.036 0.252
H 0.657 -3.346 1.024 -0.197 0.151 -0.203 0.082
H 4.423 -4.181 1.536 -0.471 0.197 -0.040 0.260
H -5.671 -2.808 -6.423 -0.034 0.028 0.008 0.241
H 10.668 -3.373 -1.476 -0.057 0.109 0.165 0.373
H -5.401 -4.387 1.618 -0.192 -0.119 -0.161 0.313
H -1.667 7.772 5.971 0.124 -0.048 0.149 0.493
H -5.556 -3.810 -1.386 0.035 0.200 0.175 0.246
H -1.438 -4.362 2.357 -0.004 0.113 -0.165 0.526
H -0.622 6.985 7.879 -0.060 0.022 -0.115 0.409
H -5.134 -0.761 -4.898 -0.086 -0.032 0.021 -0.058
H 1.451 7.109 3.910 -0.048 0.008 0.058 0.248
H 1.262 -1.660 -5.105 -0.065 -0.201 0.061 0.327
H -0.275 8.135 4.964 -0.047 0.058 -0.039 0.265
H 3.104 -3.613 0.436 0.062 -0.006 0.072 -0.071
H 10.367 0.533 -0.419 -0.001 -0.028 -0.025 0.268
H 4.411 -4.699 -0.120 -0.314 0.118 0.114 0.473
H 1.125 4.704 5.801 -0.051 0.113 0.160 0.349
H 11.679 -0.632 -0.169 -0.013 0.041 -0.070 0.253
H 1.136 -4.395 -0.280 -0.086 0.173 0.023 0.641
H 8.396 -1.637 -3.982 -0.023 -0.026 0.004 0.369
H -5.536 -0.931 -0.937 0.124 0.112 -0.089 -0.125
H -6.872 0.616 -0.095 0.228 -0.261 0.212 -0.122
H -1.062 6.487 3.270 -0.016 0.003 -0.002 0.231
H 2.608 6.521 5.115 -0.019 0.086 -0.027 0.261
H -0.270 3.186 2.359 0.133 0.171 -0.070 0.239
H -8.848 -0.278 -8.568 0.002 0.000 0.023 0.405
H 2.280 7.419 7.039 -0.011 0.042 -0.074 0.222
H 8.797 -1.231 0.642 -0.060 0.025 -0.112 -0.131
H -6.493 -5.105 0.371 0.213 -0.158 0.236 0.467
H 9.643 -3.162 -2.849 -0.065 0.081 0.011 0.378
H -4.392 0.346 -1.465 -0.122 -0.122 0.350 0.537
H -5.245 0.236 -6.303 -0.190 0.044 -0.051 0.387
H -8.767 -1.358 -4.787 0.009 0.125 -0.161 0.486
H -5.660 -2.645 -0.037 0.239 -0.041 -0.054 0.025
H -7.713 -2.820 -3.192 0.001 -0.010 -0.036 0.513
H -6.057 2.947 1.408 0.099 -0.080 -0.212 0.538
H -6.159 0.031 1.438 0.166 0.205 -0.205 0.092
H -7.330 1.004 -7.013 0.126 -0.061 0.058 0.360
H 4.701 -0.599 -0.357 -0.106 0.267 0.412 0.497
H -4.300 1.133 2.217 0.267 0.113 -0.125 0.347
H -6.103 -2.486 -3.819 0.004 0.027 0.037 0.203
H 1.139 -2.018 -0.891 -0.241 -0.082 -0.088 0.268
H 5.331 -1.632 2.486 -0.379 0.000 -0.198 0.581
H -4.707 -5.481 0.433 -0.445 -0.183 -0.140 0.313
H -2.412 1.897 0.328 -0.121 0.022 -0.158 0.427
H -8.495 -1.759 -7.690 0.034 0.000 0.020 0.275
H 2.267 -2.765 -4.133 -0.233 -0.158 -0.015 0.275
H -5.544 2.386 -0.224 0.040 0.324 0.307 0.265
H 4.894 1.292 2.186 -0.365 -0.064 0.125 0.586
H -1.658 1.581 2.020 0.004 -0.102 -0.047 0.158
H 10.102 -2.372 0.553 0.022 -0.055 -0.136 0.463
H 6.127 -0.415 1.534 -0.149 -0.133 0.147 0.040
H -3.832 2.790 1.777 0.120 -0.260 -0.075 0.352
H -8.788 0.399 -6.291 0.016 -0.088 0.090 0.412
H -0.616 -1.936 -0.832 -0.002 -0.282 0.053 -0.125
H -4.114 -2.018 -6.613 -0.017 0.018 0.025 0.418
H 3.404 -1.406 0.545 0.121 0.333 0.136 -0.968
H 2.239 5.562 3.695 0.122 -0.079 -0.064 0.132
H -8.556 0.346 1.598 0.020 0.232 0.148 0.415
H -8.477 2.014 1.069 0.203 0.104 0.319 0.375
H -2.392 6.009 4.342 0.046 -0.014 0.032 0.320
H 1.410 8.102 8.398 -0.021 -0.009 -0.012 0.401
H 6.007 -2.795 0.727 -0.006 0.072 -0.356 0.239
H 0.101 4.936 4.429 -0.075 0.077 0.003 0.051
H -7.017 -1.209 -2.997 0.039 0.028 -0.059 0.228
H 1.027 8.643 6.770 0.000 -0.028 -0.026 0.274
H 7.088 -2.203 -2.929 0.062 -0.026 0.023 0.299
H 0.781 -3.389 -4.937 0.321 0.069 -0.002 0.306
H -0.601 -5.646 0.407 -0.205 0.105 -0.127 0.436
H 9.103 0.001 -2.242 -0.062 0.069 -0.026 0.262
H 0.623 5.779 7.810 0.019 -0.059 -0.138 0.337
H 7.074 -0.556 -3.562 0.034 0.016 0.014 0.434
```
Forces are in eV/Å.